The following is a DFT calculation (ωB97M-V with the def2-TZVPD basis set) of a cluster of 2 separate species, C24H30NO2 in total at a distorted geometry.

Bonds (Å) are listed after each position.
CARTESIAN COORDINATES (ANGSTROEM)
1 C 3.5688 -1.3120 3.1083  C2 1.505, H11 1.092, H12 1.096, H13 1.092
2 C 2.6304 -0.1473 2.9389  C1 1.505, O3 1.445, H14 1.100, H15 1.098
3 O 1.3657 -0.6567 2.4589  C2 1.445, C4 1.358
4 C 0.4112 0.3097 2.4407  O3 1.358, C5 1.468, O10 1.226
5 C -0.8798 -0.2330 2.0001  C4 1.468, C6 1.382, H16 1.086
6 C -1.9817 0.2450 2.6839  C5 1.382, N7 1.337, H17 1.105
7 N -3.1276 -0.4186 2.8705  C6 1.337, C8 1.451, C9 1.454
8 C -4.2160 0.1865 3.6148  N7 1.451, H18 1.093, H19 1.096, H20 1.097
9 C -3.3074 -1.8103 2.4911  N7 1.454, H21 1.092, H22 1.100, H23 1.099
10 O 0.6460 1.4886 2.6806  C4 1.226
11 H 4.5640 -0.9270 3.3394  C1 1.092
12 H 3.2578 -1.9430 3.9482  C1 1.096
13 H 3.6380 -1.9262 2.2077  C1 1.092
14 H 2.4720 0.3619 3.9013  C2 1.100
15 H 3.0167 0.5629 2.1966  C2 1.098
16 H -0.8639 -1.2232 1.5535  C5 1.086
17 H -1.9455 1.2664 3.1035  C6 1.105
18 H -3.8742 1.1626 3.9694  C8 1.093
19 H -5.0886 0.3110 2.9633  C8 1.096
20 H -4.4988 -0.4474 4.4639  C8 1.097
21 H -2.4910 -2.1546 1.8528  C9 1.092
22 H -3.3709 -2.4467 3.3854  C9 1.100
23 H -4.2598 -1.9068 1.9505  C9 1.099
24 C 6.4792 -0.1515 -3.6475  C25 1.504, H41 1.092, H42 1.097, H43 1.096
25 C 5.2244 0.1711 -2.8832  C24 1.504, C26 1.405, C40 1.402
26 C 5.2885 0.9575 -1.7208  C25 1.405, C27 1.385, H44 1.093
27 C 4.1415 1.2313 -0.9947  C26 1.385, C28 1.422, H45 1.093
28 C 2.8726 0.7191 -1.3821  C27 1.422, C29 1.435, C39 1.429
29 C 1.7115 0.9387 -0.5675  C28 1.435, C30 1.385, H46 1.094
30 C 0.4715 0.3671 -0.8003  C29 1.385, C31 1.410, H47 1.099
31 C -0.7150 0.7626 -0.1490  C30 1.410, C32 1.454, H48 1.094
32 C -1.9990 0.5587 -0.8008  C31 1.454, C33 1.419, C38 1.412
33 C -3.0177 1.5459 -0.7960  C32 1.419, C34 1.391, H49 1.085
34 C -4.1996 1.3447 -1.5011  C33 1.391, C35 1.400, H50 1.091
35 C -4.4337 0.1410 -2.1770  C34 1.400, C36 1.504, C37 1.404
36 C -5.7314 -0.0633 -2.9101  C35 1.504, H51 1.095, H52 1.100, H53 1.100
37 C -3.4440 -0.8546 -2.1651  C35 1.404, C38 1.391, H54 1.092
38 C -2.2444 -0.6474 -1.4928  C32 1.412, C37 1.391, H55 1.091
39 C 2.8236 -0.0392 -2.5920  C28 1.429, C40 1.386, H56 1.088
40 C 3.9790 -0.3147 -3.3064  C25 1.402, C39 1.386, H57 1.095
41 H 6.2340 -0.7539 -4.5249  C24 1.092
42 H 6.9924 0.7566 -3.9856  C24 1.097
43 H 7.1885 -0.7151 -3.0312  C24 1.096
44 H 6.2567 1.3536 -1.4024  C26 1.093
45 H 4.1876 1.8469 -0.0924  C27 1.093
46 H 1.8172 1.6540 0.2531  C29 1.094
47 H 0.4023 -0.4489 -1.5333  C30 1.099
48 H -0.6615 1.5430 0.6159  C31 1.094
49 H -2.8217 2.4864 -0.2918  C33 1.085
50 H -4.9586 2.1281 -1.5270  C34 1.091
51 H -5.7895 -1.0792 -3.3137  C36 1.095
52 H -6.5960 0.0964 -2.2496  C36 1.100
53 H -5.8321 0.6417 -3.7486  C36 1.100
54 H -3.6282 -1.7896 -2.6986  C37 1.092
55 H -1.4722 -1.4170 -1.5235  C38 1.091
56 H 1.8653 -0.4018 -2.9579  C39 1.088
57 H 3.9432 -0.9100 -4.2253  C40 1.095

Properties
- LUMO energy (eV) = -4.69
- molar mass (g mol⁻¹) = 364.5
- HOMO energy (eV) = -10.886
- HOMO-LUMO gap (Eh) = 0.22756
- 2S+1 = 1
- charge = +1